{
  "formula": "C7H15NO",
  "method": "wB97M-V/def2-TZVPD",
  "relative_energy_kcal_mol": 63.5,
  "lumo_energy_ev": 0.749,
  "spin_multiplicity": 1,
  "smiles": "C=CC(C)(C)N.CC=O",
  "e_tot_ev": -11037.919,
  "orbital_gap_ev": 9.631,
  "largest_force_ev_per_a": 3.93,
  "species": ["O", "N", "C", "C", "C", "C", "C", "C", "C", "H", "H", "H", "H", "H", "H", "H", "H", "H", "H", "H", "H", "H", "H", "H"],
  "coordinates": [[3.02, 0.24, -1.07], [-0.09, 1.18, 1.25], [2.46, -1.74, 0.21], [2.33, -0.70, -0.81], [-0.62, -1.66, 0.39], [-0.88, 0.85, 0.07], [-2.36, 1.04, 0.43], [-0.67, -0.58, -0.43], [-0.48, 1.83, -1.04], [-0.63, -1.55, 1.47], [1.38, -1.89, 0.61], [1.15, -0.68, -1.15], [-1.00, -0.74, -1.45], [3.17, -1.47, 0.99], [2.74, -2.69, -0.24], [0.91, 1.11, 1.06], [-1.10, 1.69, -1.92], [-0.84, -2.65, 0.02], [-2.99, 0.86, -0.44], [-0.60, 2.86, -0.68], [-2.65, 0.37, 1.23], [-2.52, 2.06, 0.78], [-0.31, 0.57, 2.03], [0.57, 1.69, -1.32]]
}